No. 1
A cluster of 12 separate species, C12H48O12 in total at a distorted geometry. Source: the Open Molecules 2025 dataset; level of theory: wB97M-V/def2-TZVPD.

Element x y z (Å)
C 28.07721 21.73909 5.07273
O 28.66714 20.39940 5.15908
H 28.82430 22.36259 5.56387
H 28.03794 22.09227 4.04228
H 27.13137 21.76006 5.61408
H 29.60518 20.59062 5.23060
C 27.54777 17.52645 6.52769
O 28.43538 18.42643 7.05692
H 27.88394 16.49407 6.62406
H 26.76079 17.54123 7.28171
H 27.22278 17.69356 5.50077
H 28.64020 18.92129 6.26020
C 26.67243 12.91534 5.84868
O 25.32058 12.41010 5.93673
H 26.66292 14.00457 5.88827
H 27.27759 12.40733 6.59954
H 26.99314 12.55874 4.86986
H 25.47602 11.50081 6.20248
C 29.27019 19.68474 1.92299
O 28.79528 18.75347 2.87769
H 29.27121 19.25243 0.92239
H 28.51404 20.46864 1.96605
H 30.22428 20.14826 2.17393
H 28.59555 19.15864 3.72477
C 26.58036 20.59779 9.43407
O 26.40514 21.99645 9.43699
H 26.72705 20.29576 10.47107
H 25.71219 20.09700 9.00560
H 27.34944 20.40869 8.68518
H 26.02892 22.27873 8.60010
C 31.92318 19.99752 5.67106
O 31.25367 21.18498 5.29933
H 31.13677 19.24648 5.74602
H 32.67302 19.67258 4.94978
H 32.32205 20.06315 6.68333
H 31.85114 21.91483 5.12062
C 28.12392 15.09685 3.44608
O 29.25069 14.33685 3.78842
H 27.54391 15.66771 4.17121
H 28.30261 15.75869 2.59865
H 27.35483 14.42600 3.06323
H 29.50654 14.42618 4.70937
C 30.61720 15.41000 6.73677
O 29.81585 14.24661 6.50250
H 31.03687 15.94724 5.88628
H 30.08056 16.14431 7.33753
H 31.37717 15.10562 7.45642
H 30.05101 13.57952 7.15157
C 22.90799 19.15460 6.25646
O 24.04613 18.23072 6.31966
H 22.94677 20.03259 6.90122
H 22.75483 19.63356 5.28938
H 21.96039 18.65268 6.45202
H 24.11669 17.88286 7.21163
C 23.42720 17.43391 3.00524
O 24.66676 17.32079 3.78638
H 23.64463 17.11921 1.98455
H 22.75745 16.70420 3.46027
H 22.98668 18.43063 2.98161
H 24.38942 17.63777 4.64905
C 30.07069 18.37239 10.25246
O 29.13324 19.09049 9.53102
H 29.60354 17.96403 11.14863
H 30.43426 17.52813 9.66667
H 30.86738 18.93370 10.74065
H 28.97121 18.67603 8.68039
C 23.94782 16.69334 10.24231
O 24.45453 17.38169 9.04817
H 24.31151 17.07135 11.19778
H 22.87887 16.90539 10.22062
H 24.10676 15.61506 10.22995
H 25.32244 17.01631 8.86153

Output
SMILES: CO.CO.CO.CO.CO.CO.CO.CO.CO.CO.CO.CO
orbital gap: 0.351 Eh
net charge: 0



No. 2
A structure of composition C12H48O18Sn at a distorted geometry. Source: the Open Molecules 2025 dataset; level of theory: wB97M-V/def2-TZVPD.

Element x y z (Å)
Sn -0.68152 0.12527 -0.73061
O -1.79052 -2.36361 0.99123
H -2.27908 -3.08037 0.58652
H -1.52930 -2.70425 1.84678
O 0.75414 0.24338 1.89517
H 0.50054 -0.42529 2.53140
H 1.37372 0.80037 2.36647
O 3.61262 -1.05019 -0.75548
H 4.07208 -0.86314 0.06314
H 3.88915 -0.35329 -1.35054
O -5.38760 -1.47764 -0.43466
H -6.15044 -1.48069 0.14352
H -5.24284 -2.39996 -0.64584
O -2.32246 -1.78409 -2.62947
H -2.89647 -2.53214 -2.46465
H -2.73008 -1.32619 -3.36458
O -2.90145 -0.54153 4.00570
H -3.54899 -1.22659 4.17192
H -3.09915 -0.23399 3.12107
C 1.46086 -3.07617 -3.18421
C 1.24061 -3.45759 -1.71349
O 1.10510 -2.38331 -0.90552
O 2.76732 -2.51309 -3.24925
H 0.66121 -2.38428 -3.44867
H 1.41999 -3.91395 -3.88031
H 2.09666 -3.96589 -1.26973
H 0.38482 -4.09238 -1.48379
H 1.97082 -2.00702 -0.73079
H 2.83147 -1.85250 -2.55563
C -1.37030 3.06885 1.77253
C -2.76414 2.48102 1.92225
O -2.87801 1.05606 1.71252
O -0.76917 2.88641 0.42356
H -0.73718 2.76923 2.60768
H -1.41650 4.14261 1.95420
H -3.38334 2.90802 1.13335
H -3.16236 2.73274 2.90519
H -3.81903 0.86965 1.74922
H -0.15560 3.61609 0.31086
C 0.42688 -3.53994 3.28849
C 0.59314 -2.48112 4.45490
O -0.12428 -1.32084 4.12470
O -0.94099 -3.96578 3.22223
H 1.07164 -4.39728 3.48178
H 0.67491 -3.16372 2.29600
H 1.64646 -2.23209 4.58373
H 0.28763 -2.98342 5.37275
H -1.06796 -1.49225 4.16578
H -1.16255 -4.65351 3.85432
C 5.65846 2.39045 0.83116
C 4.10803 2.08042 0.92930
O 3.32600 3.17718 0.90358
O 6.41792 1.47646 0.06766
H 6.06228 2.49729 1.83794
H 5.75477 3.30009 0.23840
H 3.82701 1.50464 1.81112
H 3.78408 1.53416 0.04343
H 3.45200 3.52656 1.78882
H 6.98459 1.16916 0.77904
C 1.93992 2.34719 -2.66066
C 1.67124 1.01440 -3.43872
O 0.29389 0.72546 -3.60762
O 1.71656 2.14554 -1.25146
H 1.06872 2.95476 -2.90554
H 2.89930 2.82471 -2.85984
H 2.16465 0.21542 -2.88529
H 2.02253 0.98375 -4.47011
H -0.08711 1.23420 -4.32708
H 2.19444 2.83407 -0.78333
C -4.26477 1.40937 -1.92588
C -3.15159 2.40599 -2.39491
O -2.17217 1.67190 -3.12216
O -3.58103 0.47139 -1.13856
H -4.78932 0.90655 -2.73836
H -4.98877 1.93259 -1.30125
H -2.54441 2.91298 -1.64498
H -3.58147 3.13471 -3.08213
H -2.52129 1.48263 -3.99617
H -4.19493 -0.24431 -0.95832

Output
orbital gap: 0.297 Eh
net charge: +2



No. 3
A cluster of 2 separate species, C12H4Cl4NO5 in total at a distorted geometry. Source: the Open Molecules 2025 dataset; level of theory: wB97M-V/def2-TZVPD.

Element x y z (Å)
Cl -2.26160 2.87676 2.98875
C -1.44333 1.37991 2.88945
C -2.14728 0.18157 2.84102
Cl -3.84133 0.15371 2.93763
C -1.50716 -1.12991 2.76610
O -2.14592 -2.17491 2.69350
C 0.04412 -1.16070 2.88937
O 0.63147 -2.19540 3.19070
C 0.68486 0.15197 2.80928
Cl 2.38199 0.09921 2.79949
C -0.01074 1.35762 2.84544
Cl 0.83658 2.84002 2.90335
O 1.17156 -3.14227 0.95633
C 1.09473 -4.35801 0.74370
C 0.57212 -4.92164 -0.53679
N 0.52048 -4.08913 -1.70468
O -0.06526 -4.57530 -2.70811
O 1.02724 -2.95028 -1.73440
C 0.15089 -6.24793 -0.61790
C 0.31156 -7.10098 0.48092
C 1.02125 -6.68751 1.63675
C 1.46493 -5.38274 1.73017
H -0.27589 -6.60770 -1.56268
H -0.06897 -8.12176 0.39482
H 1.17994 -7.41301 2.44896
H 2.00864 -5.05397 2.61645

Output
orbital gap: 0.141 Eh
net charge: -1



No. 4
A cluster of 16 separate species, C12H56N24O16 in total at a distorted geometry. Source: the Open Molecules 2025 dataset; level of theory: wB97M-V/def2-TZVPD.

Element x y z (Å)
O -18.21663 7.26425 7.14262
H -17.41557 7.36161 7.65744
H -17.91026 7.09352 6.25199
O -13.67038 4.58969 6.86807
H -13.50503 5.51135 7.06663
H -12.95100 4.33596 6.28985
O -16.52695 2.27625 11.10458
H -17.18125 2.30166 11.80279
H -16.98365 2.61645 10.33521
O -19.47263 4.65658 12.33186
H -18.86953 3.95466 12.57644
H -19.03395 5.45914 12.61413
C -19.32916 9.14002 10.74787
O -18.83226 8.44516 11.59242
N -19.02912 10.41719 10.52181
N -20.27647 8.73078 9.95111
H -18.46379 10.94159 11.17413
H -19.71742 10.92092 9.98090
H -20.54967 7.75944 9.90672
H -20.77395 9.34506 9.32239
C -15.03574 4.71092 15.60287
O -15.60907 4.19768 16.56120
N -15.51590 4.82172 14.44363
N -13.83570 5.22730 15.65633
H -15.27856 5.41186 13.65908
H -16.37295 4.33256 14.22846
H -13.66458 6.17536 15.35302
H -13.10595 4.90915 16.27790
C -17.34407 7.59905 14.62713
O -17.13040 7.17665 15.73154
N -18.54637 7.73897 14.14837
N -16.49025 7.63949 13.67379
H -19.37345 7.59624 14.71020
H -18.56602 8.13469 13.21931
H -16.70604 8.14791 12.82818
H -15.48926 7.54016 13.76461
C -9.59795 3.11576 10.38943
O -8.65484 3.31149 11.17390
N -9.90551 1.90285 9.97401
N -10.54436 3.98073 10.08265
H -10.61768 1.70536 9.28560
H -9.18260 1.20998 10.10607
H -11.19004 3.68896 9.36289
H -10.43506 4.96741 10.26871
C -16.82614 3.53456 7.97464
O -17.77364 3.10027 8.57139
N -15.60866 3.04712 8.03087
N -16.74449 4.54214 7.17216
H -15.45408 2.18520 8.53416
H -14.84173 3.47103 7.52863
H -17.54038 5.15552 7.06997
H -15.79474 4.74629 6.89575
C -11.09057 4.86721 13.87174
O -10.67067 5.71434 14.68843
N -10.63733 3.67763 13.75014
N -12.00979 5.06894 12.97860
H -9.69374 3.66417 14.11007
H -11.16024 2.91485 13.34414
H -12.51967 5.94013 12.94456
H -12.26637 4.28497 12.39582
C -13.02296 1.23614 12.19235
O -12.03601 1.36471 12.93510
N -12.98678 1.38389 10.88303
N -14.22894 1.13691 12.51024
H -13.87109 1.20433 10.42932
H -12.13026 1.55499 10.37585
H -14.98480 1.33190 11.86935
H -14.43915 1.13113 13.49811
C -13.62768 7.91942 5.80377
O -12.94067 8.90818 5.81828
N -14.26737 7.55492 6.87263
N -13.88089 7.19461 4.71704
H -15.22044 7.24797 6.74022
H -14.00503 8.02823 7.72542
H -14.75057 6.68490 4.65427
H -13.38895 7.58769 3.92737
C -10.88225 7.35424 9.86689
O -9.99870 6.65984 10.25959
N -12.11082 7.16783 10.20226
N -10.73941 8.39761 9.05740
H -12.10254 6.38587 10.84144
H -12.87172 7.68431 9.78466
H -9.91498 8.53971 8.49153
H -11.59869 8.74773 8.65845
C -18.12861 2.26427 14.07036
O -17.56209 3.12798 13.45803
N -17.42024 1.33642 14.60923
N -19.45900 2.14956 14.12028
H -16.44649 1.59579 14.54110
H -17.87481 0.76519 15.30719
H -20.12455 2.82774 13.77793
H -19.88816 1.48084 14.74378
C -15.46363 5.74670 10.25877
O -15.34477 6.59569 9.35465
N -14.55281 4.85760 10.51399
N -16.56493 5.61538 11.04811
H -13.77029 4.73432 9.88746
H -14.93325 4.07269 11.02318
H -16.77175 4.78873 11.59030
H -17.31048 6.29624 11.02177
C -14.30217 10.13243 9.71585
O -13.59347 9.87282 8.77157
N -14.62004 11.35760 10.07358
N -15.10085 9.21962 10.15066
H -15.32284 11.48726 10.78728
H -14.18791 12.07905 9.51422
H -15.12383 8.26491 9.82188
H -15.83671 9.56975 10.74735

Output
orbital gap: 0.289 Eh
net charge: 0



No. 5
A structure of composition C12H6ClF6N2O12P2S2 at a distorted geometry. Source: the Open Molecules 2025 dataset; level of theory: wB97M-V/def2-TZVPD.

Element x y z (Å)
O -1.78265 5.11699 -1.38146
N -1.84182 4.51486 -0.40735
O -2.11551 3.07856 -0.69397
C -0.96580 2.32542 -0.55128
C -0.13648 2.48686 0.55718
C 1.00907 1.70526 0.62544
C 1.31539 0.77090 -0.36249
C 0.47112 0.58850 -1.44706
C -0.67450 1.38441 -1.53750
P -1.76678 1.11117 -2.95748
O -1.22285 0.06770 -3.82099
O -2.03474 2.49976 -3.70130
O -3.18140 0.70349 -2.36066
C 2.58244 0.01389 -0.20805
O 2.73194 -1.12315 -0.53480
C 3.67607 0.79608 0.43745
P 5.41818 0.52317 -0.11822
O 6.16612 0.54404 1.33374
Cl 5.85674 2.45328 -0.77452
C 3.37664 1.68409 1.38116
C 1.95142 1.87009 1.76053
O 1.60188 2.10817 2.88087
H -0.33797 3.19632 1.34094
H 0.69315 -0.13913 -2.20934
H -1.20230 2.96926 -3.82300
H -3.20632 0.85961 -1.40625
H 6.30596 1.43876 1.67031
H 4.11243 2.29808 1.87878
C -2.53190 -2.28640 3.33416
F -3.20077 -1.35737 4.02212
F -1.27296 -2.31212 3.78773
F -3.08651 -3.47528 3.59441
S -2.59673 -1.89213 1.53953
O -1.94629 -0.61093 1.42561
O -3.99471 -1.91669 1.21462
N -1.75326 -3.12633 1.02469
S -1.55842 -3.18135 -0.54885
O -0.71380 -2.14689 -1.06991
O -2.73902 -3.48950 -1.30123
C -0.54729 -4.71503 -0.62788
F -1.21408 -5.76629 -0.13454
F 0.59080 -4.59021 0.06529
F -0.23449 -4.97994 -1.89645

Output
orbital gap: 0.261 Eh
net charge: -1



No. 6
A structure of composition C12H6LiN9S2 at a distorted geometry. Source: the Open Molecules 2025 dataset; level of theory: wB97M-V/def2-TZVPD.

Element x y z (Å)
Li 1.29147 0.14321 -0.03970
S 3.66027 0.01101 -0.52650
C 4.10987 -0.51099 1.06370
C 5.45107 -0.88549 1.14950
N 6.57587 -1.16089 1.15310
C 3.32037 -0.56689 2.19940
S 1.66297 -0.09819 2.36630
C 3.90237 -1.01389 3.38580
N 4.33647 -1.38759 4.39200
N -2.12483 2.39861 -0.67470
C -1.19443 3.40401 -0.71230
C 0.01317 2.78821 -0.79260
N -0.15043 1.43881 -0.79690
C -1.44643 1.22581 -0.71130
C -1.25163 -1.13429 -0.86360
N 0.05457 -1.23599 -0.88990
C 0.32407 -2.56679 -0.98940
C -0.83303 -3.28069 -1.02860
N -1.83933 -2.35159 -0.95760
H -3.11953 2.52641 -0.52370
H -1.49623 4.43011 -0.66470
H 0.99587 3.20691 -0.85320
H 1.33687 -2.91119 -1.03690
H -1.02773 -4.33199 -1.08390
H -2.85593 -2.38479 -0.93590
N -2.05743 -0.01289 -0.75810
C -3.45113 -0.40849 -0.70390
N -4.38893 0.42481 -0.40730
C -4.66073 1.61411 -0.04190
N -5.13753 2.63071 0.28280

Output
orbital gap: 0.206 Eh
net charge: -2



No. 7
A cluster of 2 separate species, C12H6N5O6S in total at a distorted geometry. Source: the Open Molecules 2025 dataset; level of theory: wB97M-V/def2-TZVPD.

Element x y z (Å)
S -0.58405 -0.83721 -2.12099
C -0.38697 -0.51024 -0.47169
C 0.88219 -0.60122 0.16376
C 0.95324 -1.52092 1.20147
C -0.23651 -2.03572 1.73543
C -1.41946 -1.32746 1.49074
C -1.46418 -0.40618 0.45374
H 1.71959 -0.12058 -0.34751
H 1.90120 -1.88095 1.57624
H -0.22170 -2.90390 2.40455
H -2.29269 -1.54932 2.08991
H -2.32117 0.19668 0.14418
O 0.94088 -7.33347 5.07596
N 0.25094 -6.83485 4.20861
C 0.46684 -6.02759 3.10711
C -0.77735 -5.82762 2.49305
N -1.76547 -6.49916 3.15167
O -1.11387 -7.05939 4.22930
C -0.86469 -5.30865 1.14431
N -2.07135 -5.53681 0.30358
O -1.92583 -6.02129 -0.82337
O -3.17737 -5.21428 0.79312
C 0.29814 -4.83925 0.50624
C 1.48563 -5.39463 0.98428
N 2.46698 -6.03310 0.23253
O 2.79967 -5.96759 -0.93300
O 3.02288 -7.04646 1.05475
N 2.58969 -6.94848 2.34587
C 1.64882 -5.95065 2.30386
H 0.35468 -4.16663 -0.33750

Output
orbital gap: 0.137 Eh
net charge: -1



> What is the formula in the third record?

C12H4Cl4NO5



> What is the net charge in the seventh record?

-1



> Which value of net charge does entry 1 give?

0